a:
{
  "formula": "C36H51B2N12O7P2RbS3",
  "method": "ωB97M-V/def2-TZVPD",
  "symbols": ["Rb", "C", "C", "C", "C", "N", "N", "B", "N", "N", "C", "C", "C", "C", "C", "S", "C", "C", "C", "C", "N", "N", "C", "C", "C", "C", "C", "S", "C", "C", "C", "C", "C", "S", "C", "C", "C", "C", "H", "H", "H", "H", "H", "H", "H", "H", "H", "H", "H", "H", "H", "H", "H", "H", "H", "H", "H", "H", "H", "H", "H", "H", "H", "H", "H", "H", "H", "H", "H", "H", "H", "H", "H", "H", "H", "H", "H", "C", "C", "N", "N", "C", "B", "N", "C", "C", "C", "N", "N", "C", "C", "C", "N", "H", "H", "H", "H", "H", "H", "H", "H", "H", "H", "O", "P", "O", "O", "O", "P", "O", "O", "O", "H", "H"],
  "xyz": [[3.475, 0.851, 0.716], [0.398, 4.083, -0.454], [-0.490, 2.984, 0.017], [-1.342, 3.155, 1.050], [-2.039, 2.040, 1.587], [-1.932, 0.862, 1.061], [-1.116, 0.691, -0.002], [-0.919, -0.784, -0.336], [-1.850, -1.709, 0.535], [-3.130, -2.007, 0.538], [-3.532, -2.823, 1.484], [-2.631, -3.336, 2.456], [-1.301, -3.026, 2.433], [-0.275, -3.481, 3.410], [-0.920, -2.169, 1.374], [0.532, -1.456, 0.886], [-5.027, -3.139, 1.468], [-5.406, -4.174, 2.527], [-5.801, -1.842, 1.738], [-5.408, -3.679, 0.085], [-1.054, -1.126, -1.826], [-1.871, -0.206, -2.390], [-1.888, -0.072, -3.673], [-1.045, -0.873, -4.500], [-0.314, -1.868, -3.954], [0.592, -2.731, -4.768], [-0.402, -2.094, -2.523], [0.234, -3.461, -1.814], [-2.753, 1.037, -4.253], [-1.825, 2.053, -4.933], [-3.541, 1.745, -3.150], [-3.728, 0.451, -5.280], [-0.332, 1.660, -0.538], [0.800, 1.316, -1.730], [-2.945, 2.173, 2.804], [-2.300, 3.101, 3.842], [-3.177, 0.804, 3.445], [-4.286, 2.762, 2.347], [0.046, 5.044, -0.075], [1.399, 3.905, -0.051], [0.481, 4.100, -1.540], [-1.405, 4.119, 1.537], [-3.002, -3.989, 3.236], [-0.714, -4.098, 4.194], [0.508, -4.048, 2.900], [0.216, -2.614, 3.861], [-5.221, -3.807, 3.539], [-6.472, -4.396, 2.446], [-4.859, -5.110, 2.393], [-5.563, -1.441, 2.726], [-5.543, -1.084, 0.999], [-6.878, -2.031, 1.692], [-4.878, -4.610, -0.131], [-6.483, -3.877, 0.045], [-5.153, -2.958, -0.690], [-0.987, -0.680, -5.565], [0.614, -2.384, -5.802], [1.600, -2.708, -4.349], [0.270, -3.773, -4.730], [-1.096, 2.439, -4.217], [-1.275, 1.607, -5.764], [-2.410, 2.889, -5.326], [-2.873, 2.201, -2.420], [-4.162, 2.527, -3.598], [-4.182, 1.048, -2.609], [-3.203, -0.062, -6.090], [-4.402, -0.267, -4.806], [-4.332, 1.247, -5.723], [-1.268, 2.820, 4.051], [-2.297, 4.141, 3.510], [-2.877, 3.055, 4.771], [-2.231, 0.379, 3.788], [-3.844, 0.919, 4.305], [-3.624, 0.105, 2.739], [-4.144, 3.730, 1.861], [-4.781, 2.094, 1.637], [-4.948, 2.908, 3.207], [6.007, -2.903, 0.767], [4.689, -2.552, 0.433], [4.657, -1.495, -0.364], [5.943, -1.136, -0.564], [6.770, -1.967, 0.101], [6.332, 0.126, -1.389], [6.151, 1.415, -0.509], [6.744, 1.630, 0.685], [6.325, 2.852, 1.165], [5.461, 3.323, 0.165], [5.361, 2.460, -0.840], [5.488, 0.232, -2.658], [5.923, 0.114, -3.929], [4.832, 0.209, -4.766], [3.750, 0.389, -3.881], [4.154, 0.402, -2.623], [6.348, -3.691, 1.416], [3.759, -3.016, 0.728], [7.838, -1.823, 0.053], [7.501, 0.010, -1.692], [7.401, 0.894, 1.121], [6.579, 3.313, 2.103], [4.896, 4.243, 0.132], [6.972, -0.029, -4.135], [4.819, 0.161, -5.842], [2.699, 0.519, -4.100], [3.416, 0.698, 5.427], [3.661, 0.176, 3.855], [5.204, -0.721, 4.317], [5.196, 0.529, 3.480], [3.113, 1.780, 3.188], [1.559, 2.082, 2.925], [0.854, 1.379, 4.229], [1.276, 3.548, 2.948], [1.137, 1.308, 1.711], [4.224, 1.141, 5.732], [1.484, 1.351, 4.971]],
  "spin_multiplicity": 1,
  "gap_ev": 6.210,
  "lumo_energy_ev": 3.45,
  "total_charge": -2
}

b:
{
  "formula": "C36H51B2N12O7P2RbS3",
  "method": "ωB97M-V/def2-TZVPD",
  "symbols": ["Rb", "C", "C", "C", "C", "N", "N", "B", "N", "N", "C", "C", "C", "C", "C", "S", "C", "C", "C", "C", "N", "N", "C", "C", "C", "C", "C", "S", "C", "C", "C", "C", "C", "S", "C", "C", "C", "C", "H", "H", "H", "H", "H", "H", "H", "H", "H", "H", "H", "H", "H", "H", "H", "H", "H", "H", "H", "H", "H", "H", "H", "H", "H", "H", "H", "H", "H", "H", "H", "H", "H", "H", "H", "H", "H", "H", "H", "C", "C", "N", "N", "C", "B", "N", "C", "C", "C", "N", "N", "C", "C", "C", "N", "H", "H", "H", "H", "H", "H", "H", "H", "H", "H", "O", "P", "O", "O", "O", "P", "O", "O", "O", "H", "H"],
  "xyz": [[-2.664, 0.492, 3.087], [0.992, 4.530, 1.355], [0.579, 3.523, 0.334], [-0.155, 3.888, -0.731], [-0.581, 2.914, -1.686], [-0.275, 1.675, -1.566], [0.512, 1.280, -0.516], [0.839, -0.123, -0.664], [2.193, -0.651, -0.331], [3.143, 0.225, -0.718], [4.383, -0.093, -0.609], [4.768, -1.314, 0.032], [3.829, -2.202, 0.422], [4.173, -3.463, 1.142], [2.431, -1.911, 0.145], [1.213, -2.998, 0.426], [5.371, 0.915, -1.193], [5.217, 2.249, -0.457], [5.027, 1.110, -2.676], [6.814, 0.424, -1.080], [0.136, -0.958, -1.680], [1.043, -1.339, -2.608], [0.678, -2.065, -3.604], [-0.675, -2.519, -3.719], [-1.594, -2.138, -2.808], [-3.009, -2.607, -2.865], [-1.198, -1.258, -1.713], [-2.266, -0.668, -0.616], [1.788, -2.391, -4.606], [2.934, -3.085, -3.860], [1.289, -3.292, -5.733], [2.299, -1.071, -5.200], [0.958, 2.126, 0.490], [1.974, 1.621, 1.698], [-1.378, 3.263, -2.940], [-1.728, 4.749, -2.994], [-0.530, 2.898, -4.166], [-2.668, 2.435, -2.944], [0.948, 5.533, 0.933], [1.988, 4.316, 1.738], [0.295, 4.483, 2.194], [-0.462, 4.918, -0.834], [5.811, -1.514, 0.239], [5.254, -3.601, 1.186], [3.709, -4.319, 0.652], [3.765, -3.431, 2.154], [4.191, 2.608, -0.533], [5.894, 2.995, -0.882], [5.438, 2.136, 0.607], [3.990, 1.428, -2.781], [5.155, 0.177, -3.232], [5.678, 1.869, -3.117], [7.125, 0.325, -0.037], [7.478, 1.146, -1.559], [6.950, -0.540, -1.577], [-0.959, -3.187, -4.522], [-3.179, -3.217, -3.753], [-3.689, -1.754, -2.860], [-3.241, -3.182, -1.967], [2.607, -4.045, -3.454], [3.269, -2.467, -3.027], [3.775, -3.259, -4.537], [0.944, -4.256, -5.352], [2.107, -3.481, -6.431], [0.475, -2.824, -6.290], [2.643, -0.410, -4.406], [1.505, -0.560, -5.750], [3.127, -1.262, -5.889], [-0.832, 5.372, -3.039], [-2.320, 5.049, -2.127], [-2.317, 4.945, -3.893], [0.402, 3.471, -4.181], [-1.082, 3.116, -5.084], [-0.278, 1.837, -4.147], [-3.291, 2.695, -2.086], [-2.435, 1.372, -2.874], [-3.230, 2.622, -3.863], [-2.708, -5.465, 2.922], [-2.052, -4.419, 2.243], [-2.256, -3.254, 2.833], [-3.039, -3.510, 3.896], [-3.327, -4.827, 3.974], [-3.577, -2.432, 4.854], [-2.413, -1.617, 5.486], [-2.314, -1.258, 6.786], [-1.122, -0.589, 6.960], [-0.545, -0.584, 5.675], [-1.327, -1.203, 4.806], [-4.572, -1.507, 4.074], [-5.496, -0.684, 4.618], [-6.215, -0.106, 3.595], [-5.641, -0.645, 2.428], [-4.664, -1.489, 2.730], [-2.730, -6.516, 2.682], [-1.435, -4.471, 1.358], [-3.949, -5.210, 4.767], [-4.179, -2.983, 5.750], [-3.088, -1.511, 7.491], [-0.731, -0.169, 7.871], [0.393, -0.161, 5.352], [-5.594, -0.574, 5.686], [-7.033, 0.589, 3.674], [-5.911, -0.482, 1.397], [-4.242, 2.774, 2.166], [-2.831, 3.385, 1.655], [-3.011, 4.452, 0.638], [-1.886, 2.252, 1.350], [-2.283, 4.087, 3.063], [-2.347, 3.463, 4.572], [-0.956, 2.591, 4.599], [-2.274, 4.580, 5.538], [-3.451, 2.439, 4.624], [-4.003, 2.596, 3.127], [-0.258, 3.185, 4.298]],
  "spin_multiplicity": 1,
  "gap_ev": 6.812,
  "lumo_energy_ev": 3.19,
  "total_charge": -2
}

Least stable of them? a.